## w
The following is a DFT calculation (ωB97M-V/def2-TZVPD) of a single C4H7NO2 molecule.

## Properties
SMILES ... O=CCCNC=O
Kohn-Sham gap ... 10.385 eV
Spin multiplicity ... 1
HOMO energy ... -9.7 eV

Cartesian coordinates (Å):
O (2.9119, 1.6406, -0.2424)
C (2.2598, 0.6173, -0.2000)
N (0.9008, 0.6779, -0.1442)
C (0.0763, -0.4232, 0.2584)
C (-1.1034, -0.6947, -0.7484)
C (-2.3334, -1.1249, 0.0061)
O (-2.6848, -0.6428, 1.0529)
H (2.6861, -0.3879, -0.1782)
H (0.5245, 1.5973, 0.0066)
H (-0.4459, -0.1671, 1.1766)
H (0.5450, -1.3791, 0.4385)
H (-0.8443, -1.4682, -1.4717)
H (-1.2017, 0.2592, -1.2671)
H (-2.8914, -1.9990, -0.3744)

Here are the Löwdin charges for atoms 1 to 5, given in e: 0.014 -0.352 0.019 -0.192 -0.123


## x
The following is a DFT calculation (ωB97M-V/def2-TZVPD) of a single C4H7NO2 molecule.

## Properties
SMILES ... C[C@H]1CNC(=O)O1
Kohn-Sham gap ... 10.724 eV
Spin multiplicity ... 1
HOMO energy ... -10.0 eV

Cartesian coordinates (Å):
C (1.6392, 0.1958, 0.7304)
C (0.5867, -0.4564, -0.1431)
C (-0.7986, -0.5673, 0.5476)
N (-1.5987, 0.2721, -0.3096)
C (-0.9313, 0.7234, -1.4197)
O (-1.3704, 1.3642, -2.3371)
O (0.3693, 0.3325, -1.3219)
H (1.2660, 1.1466, 1.1247)
H (2.5535, 0.3829, 0.1614)
H (1.8823, -0.4588, 1.5754)
H (0.9316, -1.4385, -0.4844)
H (-0.7715, -0.2198, 1.5917)
H (-1.1541, -1.6008, 0.5756)
H (-2.6041, 0.3242, -0.2909)

Here are the Löwdin charges for atoms 1 to 5, given in e: -0.039 -0.325 -0.121 0.093 -0.560


## y
The following is a DFT calculation (ωB97M-V/def2-TZVPD) of a molecular structure, C4H7NO2.

## Properties
Kohn-Sham gap ... 10.891 eV
Spin multiplicity ... 1
HOMO energy ... -10.1 eV

Cartesian coordinates (Å):
C (1.5705, -0.4970, -0.1951)
C (0.3658, 0.2468, -0.7751)
C (-0.9214, -0.4474, -0.9780)
N (-0.8611, 0.6229, -0.0059)
C (-0.8624, 0.4706, 1.9600)
O (-1.6505, 1.2944, 2.2791)
O (-0.0533, -0.3814, 2.1195)
H (1.3069, -1.4754, 0.2136)
H (2.1054, 0.0505, 0.5836)
H (2.2734, -0.6667, -1.0233)
H (0.6485, 1.0150, -1.4873)
H (-1.0411, -1.4279, -0.5257)
H (-1.4936, -0.2539, -1.8761)
H (-1.3870, 1.4496, -0.2892)

Here are the Löwdin charges for atoms 1 to 5, given in e: -0.061 -0.274 -0.107 0.004 -0.522


x ends up most stable, edging out the next structure by 119.2 kJ/mol.


## w
The following is a DFT calculation (ωB97M-V/def2-TZVPD) of a molecular structure, C4H7NO2.

## Properties
Kohn-Sham gap (spin up / spin down) ... 8.785 / 8.786 eV
Spin multiplicity ... 1
HOMO energy (spin up / spin down) ... -9.6 / -9.6 eV

Cartesian coordinates (Å):
C (-0.4390, -0.0169, 0.5367)
C (-0.7411, -1.2719, -0.0178)
C (-1.0679, 1.2579, 0.0694)
O (1.1580, -0.2667, -0.9675)
O (2.2727, 0.1573, -1.7383)
C (0.3827, 0.0550, 1.6980)
N (1.0248, 0.1345, 2.6537)
H (3.0201, -0.0964, -1.1749)
H (-0.5703, -2.1483, 0.5974)
H (-1.6446, -1.3272, -0.6166)
H (0.3020, -1.2173, -0.9138)
H (-1.5024, 1.1229, -0.9195)
H (-0.3366, 2.0638, 0.0260)
H (-1.8585, 1.5532, 0.7674)

Here are the Löwdin charges for atoms 1 to 5, given in e: -0.320 -0.031 -0.032 -0.269 -0.066


## x
The following is a DFT calculation (ωB97M-V/def2-TZVPD) of a molecular structure, C4H7NO2.

## Properties
Kohn-Sham gap ... 9.481 eV
Spin multiplicity ... 1
HOMO energy ... -9.5 eV

Cartesian coordinates (Å):
C (1.1857, 0.7930, -0.9680)
C (-0.2270, 0.4005, -0.5569)
C (-0.2164, -1.0195, 0.0073)
N (-0.2247, -0.9431, 1.4157)
C (-0.5564, 0.3666, 1.7189)
O (-0.7357, 0.8671, 2.7942)
O (-0.6695, 1.1505, 0.5515)
H (1.8886, 0.5851, -0.1541)
H (1.2081, 1.8656, -1.1757)
H (1.4996, 0.2481, -1.8656)
H (-0.9303, 0.5332, -1.3853)
H (0.4211, -1.7837, -0.4441)
H (-1.3994, -1.5505, -0.4698)
H (-1.2979, -1.5020, 0.4842)

Here are the Löwdin charges for atoms 1 to 5, given in e: -0.021 -0.355 -0.227 0.050 -0.566


x ends up most stable, edging out the next structure by 190.0 kJ/mol.


## w
The following is a DFT calculation (ωB97M-V/def2-TZVPD) of a gas-phase ion, C4H8N3 (charge +1).

## Properties
SMILES ... NC1=NC(=[NH2+])CC1
Charge ... +1
Kohn-Sham gap ... 10.745 eV
Spin multiplicity ... 1
HOMO energy ... -14.7 eV

Cartesian coordinates (Å):
C (0.3965, -0.8821, 0.6127)
C (1.0334, 0.3491, -0.0342)
C (-1.0595, -0.6483, 0.3351)
C (-0.1256, 0.9945, -0.7657)
N (-1.3013, 0.3766, -0.4659)
N (-2.0371, -1.3706, 0.8154)
N (0.1351, 2.0388, -1.5585)
H (0.7188, -1.8043, 0.1239)
H (0.6035, -0.9785, 1.6768)
H (1.4244, 1.0435, 0.7122)
H (1.8485, 0.1062, -0.7146)
H (-2.9903, -1.1375, 0.5718)
H (-1.8736, -2.1632, 1.4177)
H (-0.6048, 2.5093, -2.0629)
H (1.0835, 2.3651, -1.6503)

Here are the Löwdin charges for atoms 1 to 5, given in e: -0.066 -0.081 -0.346 -0.269 0.170


## x
The following is a DFT calculation (ωB97M-V/def2-TZVPD) of 2 unconnected molecules or ions with the total composition C4H8N3.

## Properties
Charge ... +1
Kohn-Sham gap (spin up / spin down) ... 7.730 / 7.708 eV
Spin multiplicity ... 1
HOMO energy (spin up / spin down) ... -13.6 / -13.5 eV

Cartesian coordinates (Å):
C (2.4281, -1.9943, 3.3278)
C (1.8400, -1.5642, 2.3034)
C (-0.7402, 0.4954, -0.8104)
C (-1.4630, 1.1447, -1.9250)
N (-1.2251, 0.6266, 0.4100)
N (0.4848, 0.0191, -1.0183)
N (1.3661, -1.0418, 1.3091)
H (3.2800, -2.2058, 3.9178)
H (-2.2968, 1.8279, -1.5825)
H (-2.0521, 0.5280, -2.7695)
H (-0.8169, 1.5487, -2.7199)
H (0.9770, -0.2214, -1.8188)
H (1.0176, -0.3275, -0.2834)
H (-0.5971, 0.4818, 1.1661)
H (-2.2024, 0.6827, 0.4937)

Here are the Löwdin charges for atoms 1 to 5, given in e: 0.260 -0.281 -0.369 -0.007 0.226


## y
The following is a DFT calculation (ωB97M-V/def2-TZVPD) of 2 unconnected molecules or ions with the total composition C4H8N3.

## Properties
Charge ... +1
Kohn-Sham gap ... 8.767 eV
Spin multiplicity ... 1
HOMO energy ... -13.4 eV

Cartesian coordinates (Å):
C (3.5272, 0.4200, 0.2127)
C (2.3981, -0.7473, -0.3455)
C (-1.9254, 1.1650, -0.0351)
C (-1.0551, -0.0176, 0.2232)
N (2.2650, 0.5951, -0.2272)
N (3.3453, -0.8890, 0.6490)
N (-0.3964, -0.4410, -0.8973)
H (4.4981, 0.7979, -0.1079)
H (-2.0614, 1.6961, -1.0212)
H (-2.7936, 0.5144, 0.2279)
H (-1.9900, 1.7761, 0.8399)
H (-0.8882, -0.5283, 1.1526)
H (0.1844, -1.3868, -0.8677)
H (4.1934, -1.4395, 0.5751)
H (-0.6273, 0.1494, -1.6718)

Here are the Löwdin charges for atoms 1 to 5, given in e: -0.124 -0.136 -0.017 -0.031 0.042


w ends up most stable, edging out the next structure by 546.3 kJ/mol.


## w
The following is a DFT calculation (ωB97M-V/def2-TZVPD) of a gas-phase ion, C4H8N3 (charge +1).

## Properties
Charge ... +1
Kohn-Sham gap (spin up / spin down) ... 8.298 / 8.296 eV
Spin multiplicity ... 1
HOMO energy (spin up / spin down) ... -14.0 / -14.0 eV

Cartesian coordinates (Å):
C (-0.6465, 1.2322, -1.1209)
C (0.3089, 0.1228, -1.2884)
C (-0.5323, -0.4151, 2.0429)
C (0.6450, -0.7519, 0.9907)
N (-1.4017, 0.3253, 1.8380)
N (-1.2888, 1.1981, -0.0134)
N (0.0975, -0.8308, -0.2275)
H (0.2637, -0.1924, -2.2712)
H (1.2723, 0.5137, -1.2414)
H (-0.8728, 2.0800, -1.7685)
H (-0.3450, -0.8665, 3.0379)
H (1.2860, 0.1908, 0.9966)
H (1.0085, -1.6876, 1.3020)
H (-1.9793, 1.9223, 0.2040)
H (-0.5773, -1.6306, -0.4300)

Here are the Löwdin charges for atoms 1 to 5, given in e: -0.052 -0.144 -0.149 -0.154 0.251


## x
The following is a DFT calculation (ωB97M-V/def2-TZVPD) of a gas-phase ion, C4H8N3 (charge +1).

## Properties
SMILES ... [H]/N=C1/C=[NH+]CCN1
Charge ... +1
Kohn-Sham gap ... 8.226 eV
Spin multiplicity ... 1
HOMO energy ... -14.1 eV

Cartesian coordinates (Å):
C (-0.5539, -1.0175, 0.6627)
C (0.4936, 1.0027, -0.9826)
C (1.1722, 0.5593, 0.3025)
C (-1.4200, -0.0379, -0.1601)
N (-0.9304, 0.9850, -0.8643)
N (-1.2701, -1.9793, 1.0699)
N (0.7810, -0.7783, 0.6606)
H (0.9712, 1.9826, -1.2786)
H (0.8107, 0.2717, -1.6454)
H (2.2321, 0.6434, -0.0120)
H (1.0809, 1.3100, 1.1615)
H (-2.4207, -0.1026, 0.0720)
H (-0.6909, -2.5344, 1.6830)
H (-1.5762, 1.2731, -1.5742)
H (1.3204, -1.5779, 0.9050)

Here are the Löwdin charges for atoms 1 to 5, given in e: -0.390 -0.146 -0.163 0.168 0.138


x ends up most stable, edging out the next structure by 280.8 kJ/mol.


## w
The following is a DFT calculation (ωB97M-V/def2-TZVPD) of 2 unconnected molecules or ions with the total composition C5H14N3.

## Properties
Charge ... +1
Kohn-Sham gap ... 7.585 eV
Spin multiplicity ... 1
HOMO energy ... -12.4 eV

Cartesian coordinates (Å):
C (2.6204, -0.0783, -1.0208)
C (2.3449, -0.2157, 0.4774)
C (0.4286, -1.1587, 1.6998)
N (1.1969, -1.1199, 0.6656)
H (2.8272, -1.0847, -1.4697)
H (1.7709, 0.3923, -1.5590)
H (3.4964, 0.5389, -1.2252)
H (3.2065, -0.6411, 1.0291)
H (2.0528, 0.7516, 0.9146)
H (-0.3205, -1.9179, 1.7371)
H (0.6204, -0.4355, 2.5000)
H (0.9956, -1.7761, -0.0979)
C (-2.2652, 1.2861, 0.9330)
N (-2.5722, 0.0811, -1.6680)
C (-1.3755, 0.5358, -1.1365)
N (-1.1248, 1.0237, 0.0310)
H (-2.3764, 2.3709, 1.0284)
H (-2.0328, 0.8599, 1.9040)
H (-3.2367, 0.8717, 0.5869)
H (-2.4482, -0.5248, -2.4333)
H (-3.2597, -0.2544, -1.0122)
H (-0.5485, 0.4950, -1.8843)

Here are the Löwdin charges for atoms 1 to 5, given in e: -0.068 -0.187 0.177 0.031 0.098


## x
The following is a DFT calculation (ωB97M-V/def2-TZVPD) of a gas-phase ion, C5H14N3 (charge +1).

## Properties
SMILES ... [H]/N=C/CC[N+](C)(C)N
Charge ... +1
Kohn-Sham gap ... 11.461 eV
Spin multiplicity ... 1
HOMO energy ... -14.2 eV

Cartesian coordinates (Å):
C (1.3965, -1.2145, -0.1297)
C (2.4144, -0.1414, -0.0816)
C (0.0179, -0.8244, 0.4451)
C (-0.6214, 1.5489, 0.4133)
C (-2.2427, -0.2886, 0.2776)
N (2.0379, 1.0819, 0.1731)
N (-0.7682, 0.2220, -1.4937)
N (-0.8957, 0.1819, -0.1084)
H (1.3974, -1.4160, -1.2945)
H (1.6695, -2.2224, 0.4015)
H (3.4029, -0.3877, -0.2628)
H (0.2706, 0.1519, -1.6270)
H (-0.5258, -1.7023, 0.6538)
H (0.3346, -0.4325, 1.4773)
H (-1.5108, 1.7730, 1.1267)
H (0.4270, 1.6722, 0.8889)
H (-0.6936, 2.1459, -0.5061)
H (-2.3470, -1.2834, 0.1027)
H (-2.3881, -0.1345, 1.3594)
H (-3.1214, 0.2765, -0.1352)
H (2.8734, 1.6481, 0.2763)
H (-1.1274, -0.6548, -1.9568)

Here are the Löwdin charges for atoms 1 to 5, given in e: -0.154 -0.181 -0.155 -0.009 0.002


## y
The following is a DFT calculation (ωB97M-V/def2-TZVPD) of 2 unconnected molecules or ions with the total composition C5H14N3.

## Properties
Charge ... +1
Kohn-Sham gap ... 11.003 eV
Spin multiplicity ... 1
HOMO energy ... -14.2 eV

Cartesian coordinates (Å):
C (-0.6377, -2.5007, -0.7153)
N (-0.3091, 0.7143, -2.5365)
C (-0.4818, -0.5847, -2.2212)
N (-0.5507, -1.0590, -1.0015)
H (-0.2660, -3.1065, -1.5037)
H (-1.7024, -2.8163, -0.7050)
H (-0.1403, -2.7257, 0.2525)
H (-0.3509, 1.4658, -1.8553)
H (-0.3681, 0.9549, -3.5003)
H (-0.5162, -1.2693, -3.0384)
H (-0.2524, -0.4615, -0.2310)
C (-0.4682, 2.1261, 1.1203)
C (0.8067, 1.3730, 1.2757)
C (1.2172, -0.6370, 2.2518)
N (0.6260, -0.0768, 1.2659)
H (-0.2649, 3.2352, 1.1923)
H (-0.9144, 2.0277, 0.1217)
H (-1.1971, 1.7685, 1.8511)
H (1.2546, 1.7108, 2.1785)
H (1.4330, 1.5976, 0.4140)
H (1.9308, -0.0497, 2.9014)
H (1.1519, -1.6863, 2.4830)

Here are the Löwdin charges for atoms 1 to 5, given in e: -0.021 0.184 -0.108 0.024 0.076


## z
The following is a DFT calculation (ωB97M-V/def2-TZVPD) of a gas-phase ion, C5H14N3 (charge +1).

## Properties
SMILES ... C[C@@H]([NH3+])CC/N=C\N
Charge ... +1
Kohn-Sham gap ... 8.590 eV
Spin multiplicity ... 1
HOMO energy ... -12.1 eV

Cartesian coordinates (Å):
C (2.9272, 0.5317, 1.2521)
C (1.8166, 0.6221, 0.2327)
C (0.5934, -0.2864, 0.4789)
C (-0.7393, 0.3508, 0.0753)
N (-3.2085, -0.5372, -1.1531)
C (-2.8323, -0.7708, 0.1392)
N (-1.7843, -0.3858, 0.7450)
N (2.3967, 0.3016, -1.1554)
H (3.6536, -0.2554, 1.0516)
H (2.5264, 0.3299, 2.2379)
H (3.4631, 1.4781, 1.3208)
H (1.4308, 1.6384, 0.1312)
H (0.7464, -1.2373, -0.0351)
H (0.4926, -0.4820, 1.5403)
H (-0.8342, 0.3945, -1.0200)
H (-0.7423, 1.3746, 0.4522)
H (-2.5067, -0.3620, -1.8480)
H (-4.1260, -0.7672, -1.4850)
H (-3.5360, -1.3494, 0.7293)
H (2.0388, -0.6053, -1.4605)
H (2.1862, 1.0045, -1.8632)
H (3.4149, 0.2118, -1.1249)

Here are the Löwdin charges for atoms 1 to 5, given in e: -0.032 -0.314 -0.148 -0.253 0.102


z ends up most stable, edging out the next structure by 5.4 kJ/mol.